Formula: C4H11NS2
Source: the OMol25 dataset
Level of theory: ωB97M-V/def2-TZVPD

Summary:
- highest occupied orbital energy (spin up / spin down) (eV) = -8.11 / -8.11
- E_LUMO (spin up / spin down) (eV) = 0.525 / 0.525
- orbital gap (spin up / spin down) (eV) = 8.6 / 8.6
- E (eV) = -27484.198

Atoms and positions in Å:
C  1.5859  0.7689  1.9894
C  -1.5751  -0.3826  -2.0545
C  1.7300  0.1903  0.6462
C  -0.3597  -0.5233  -1.1449
N  -0.2495  0.5302  -0.2174
S  -0.3712  -2.2540  -0.4207
S  -1.3729  0.6715  0.9757
H  2.1186  0.1808  2.7371
H  1.9091  1.8059  2.0314
H  0.5215  0.7366  2.2897
H  -1.5825  0.6115  -2.4974
H  -1.5242  -1.1274  -2.8448
H  -2.4947  -0.5271  -1.4912
H  2.2267  0.7484  -0.1270
H  1.7331  -0.8823  0.5573
H  0.5552  -0.5242  -1.7458
H  -1.4162  -2.0397  0.3811
H  -1.4341  2.0164  0.9356

Charges per atom according to Mulliken partitioning, unit e: -0.754 -1.194 -0.213 -0.176 -0.298 -0.171 -0.209 0.311 0.269 0.202 0.366 0.360 0.332 0.269 0.265 0.358 0.115 0.167

=====

Formula: C13H30Br8O3Si2
Source: the OMol25 dataset
Level of theory: ωB97M-V/def2-TZVPD

Summary:
- highest occupied orbital energy (eV) = -9.61
- E_LUMO (eV) = 0.305
- orbital gap (eV) = 9.9
- E (eV) = -596206.241

Atoms and positions in Å:
C  1.7376  1.6265  -3.3386
C  0.4013  1.9051  -3.6079
Si  -1.0304  1.4789  -2.4095
O  -0.6106  1.7775  -0.7593
Si  -1.4307  0.6020  0.2419
O  -0.6245  -0.8999  -0.0475
C  -1.4554  -1.9126  -0.6620
C  -0.5512  -2.9781  -1.4160
C  0.6722  -2.3569  -2.2142
O  -1.3918  -3.6708  -2.3596
H  2.0434  1.0500  -2.4110
H  2.5318  1.9639  -4.0720
H  0.1592  2.3893  -4.6061
H  -1.3493  0.0598  -2.6505
H  -2.2617  2.2262  -2.7514
H  -2.8275  0.5717  -0.2295
H  -1.4011  0.9993  1.6457
H  -2.2352  -1.5008  -1.3837
H  -2.0566  -2.3923  0.1779
H  -0.1411  -3.6826  -0.6371
H  0.4396  -2.1307  -3.3060
H  1.4969  -3.1451  -2.2457
H  1.1096  -1.4227  -1.7616
H  -1.5042  -3.0400  -3.0980
Br  1.6850  3.5388  -6.6630
C  2.9147  2.4842  -7.7465
C  2.1987  1.3585  -8.4484
Br  1.8056  -0.1031  -7.2213
H  3.7091  2.1439  -7.0850
H  3.3279  3.1869  -8.4713
H  2.8353  0.9210  -9.2181
H  1.2533  1.6624  -8.8941
Br  -4.9672  0.3434  4.8688
C  -3.7693  -1.1826  4.6728
C  -2.5979  -0.8492  3.7851
Br  -3.1094  -0.8366  1.9051
H  -4.3698  -2.0120  4.3026
H  -3.4274  -1.4073  5.6856
H  -1.8253  -1.6168  3.8619
H  -2.1579  0.1244  3.9990
Br  -1.2563  -1.1407  6.9007
C  -0.0585  -2.6669  6.7064
C  1.1089  -2.3356  5.8120
Br  0.5833  -2.3329  3.9355
H  -0.6589  -3.4981  6.3415
H  0.2837  -2.8886  7.7181
H  1.8805  -3.1021  5.8901
H  1.5487  -1.3614  6.0204
Br  3.8241  2.8532  3.7344
C  2.2212  2.9201  2.6269
C  1.0043  3.2709  3.4445
Br  0.3882  1.7440  4.4869
H  2.1404  1.9572  2.1262
H  2.4209  3.6948  1.8856
H  0.1675  3.5274  2.7937
H  1.1765  4.0855  4.1457

Charges per atom according to Mulliken partitioning, unit e: -0.433 0.035 0.362 -0.193 0.630 -0.181 -0.190 0.090 -0.937 -0.565 0.166 0.120 0.068 -0.142 -0.172 -0.166 -0.289 0.308 0.076 0.318 0.268 0.312 0.112 0.352 -0.124 -0.571 -0.581 -0.118 0.375 0.333 0.329 0.371 -0.174 -0.503 -0.068 -0.110 0.405 0.231 -0.126 0.307 -0.156 -0.602 -0.589 -0.064 0.373 0.389 0.345 0.356 -0.154 -0.502 -0.606 -0.046 0.258 0.371 0.311 0.392

=====

Formula: C22H26FN3O5S
Source: the OMol25 dataset
Level of theory: ωB97M-V/def2-TZVPD

Summary:
- highest occupied orbital energy (eV) = -9.08
- E_LUMO (eV) = 0.395
- SMILES = O=C(CN(C[C@H]1CCCO1)C(=O)CNS(=O)(=O)c1ccc(F)cc1)NCc1ccccc1
- orbital gap (eV) = 9.5
- E (eV) = -51497.137

Atoms and positions in Å:
O  -3.3194  2.2956  1.8153
C  -2.1579  1.9507  1.7025
C  -1.0966  2.8918  1.1167
N  -0.5318  2.3829  -0.1192
C  -1.4747  2.1512  -1.1900
C  -1.9170  0.6750  -1.3710
C  -3.4312  0.4866  -1.2361
C  -3.9040  0.7036  -2.6704
C  -2.7699  0.0386  -3.4460
O  -1.5859  0.2502  -2.6901
C  0.8018  2.2136  -0.1908
O  1.5596  2.5760  0.6934
C  1.3605  1.5460  -1.4497
N  1.0306  0.1430  -1.4225
S  1.4364  -0.7900  -0.1235
O  1.0847  -2.1306  -0.4817
O  0.8152  -0.2219  1.0416
C  3.2120  -0.6679  0.0372
C  3.9850  -1.6503  -0.5533
C  5.3638  -1.5724  -0.4708
C  5.9238  -0.4984  0.2038
F  7.2634  -0.4145  0.2830
C  5.1548  0.4893  0.7971
C  3.7750  0.3988  0.7126
N  -1.6739  0.7678  2.0995
C  -2.5197  -0.2430  2.7032
C  -2.9360  -1.3199  1.7319
C  -1.9747  -2.0394  1.0317
C  -2.3503  -3.0108  0.1207
C  -3.6916  -3.2892  -0.0851
C  -4.6547  -2.5886  0.6222
C  -4.2786  -1.6039  1.5206
H  -0.2764  3.0134  1.8277
H  -1.5691  3.8640  0.9389
H  -2.3483  2.7717  -0.9775
H  -1.0479  2.4870  -2.1391
H  -1.3623  0.0479  -0.6665
H  -3.6451  -0.5362  -0.9292
H  -3.8753  1.1675  -0.5148
H  -3.9550  1.7677  -2.9042
H  -4.8687  0.2474  -2.8763
H  -2.6197  0.4572  -4.4448
H  -2.9463  -1.0415  -3.5373
H  0.9367  1.9861  -2.3532
H  2.4487  1.7124  -1.4475
H  1.0377  -0.3468  -2.2995
H  3.4930  -2.4687  -1.0541
H  6.0017  -2.3211  -0.9126
H  5.6331  1.3064  1.3128
H  3.1361  1.1479  1.1553
H  -0.7244  0.5042  1.8599
H  -1.9684  -0.6914  3.5365
H  -3.4034  0.2714  3.0894
H  -0.9261  -1.8398  1.1877
H  -1.5853  -3.5434  -0.4237
H  -3.9870  -4.0504  -0.7926
H  -5.7025  -2.8033  0.4684
H  -5.0332  -1.0486  2.0582

Charges per atom according to Mulliken partitioning, unit e: -0.682 0.613 -0.914 0.313 -2.258 2.413 0.021 -0.796 -0.670 -0.516 0.893 -0.710 -1.246 0.022 1.521 -0.768 -0.808 -0.186 -0.421 -0.741 0.387 -0.318 -0.706 -0.268 0.173 -1.335 0.725 -0.451 -0.573 -0.472 -0.651 -0.401 0.441 0.357 0.486 0.329 -0.774 -0.388 0.519 0.267 0.440 0.395 0.298 0.571 0.432 0.312 0.490 0.452 0.467 0.384 0.252 0.296 0.475 0.746 0.435 0.396 0.386 0.348